A molecular structure, C20H46O2P4Pm in a non-equilibrium geometry, computed with ωB97M-V with the def2-TZVPD basis set.

Calculated values
- spin multiplicity = 5
- E_HOMO (alpha / beta) (eV) = -16.97 / -16.97
- LUMO (alpha / beta) (eV) = -9.228 / -9.027
- expectation value of S² = 6.006
- charge = +3
- energy relative to the best compared isomer or geometry (same formula, charge and spin) (eV) = 0.000
- Kohn-Sham gap (alpha / beta) (eV) = 7.74 / 7.95

Structure (XYZ):
```
73
Properties=species:S:1:pos:R:3:forces:R:3
H -4.7316 0.0974 2.3463 0.1 -0.2 0.1
H -2.4376 -2.8081 -5.5254 0.2 0.0 0.3
H 3.2841 -2.3294 -2.1294 0.0 0.1 0.2
H -0.4989 -3.2671 -1.6687 -0.1 0.0 -0.3
H -0.8489 -4.1046 0.8108 0.4 -0.1 -0.1
H -2.1892 4.8233 -0.3105 0.4 -0.3 0.1
H 1.6768 0.6181 -3.8276 0.0 -0.3 0.0
C 1.6550 1.3982 3.6851 -0.4 0.0 0.1
H 1.1972 0.4974 4.1140 0.1 0.2 0.0
H 2.1590 -4.7632 1.3643 -0.7 0.3 0.2
H 3.5577 -1.8680 -0.4244 -0.1 0.0 -0.1
P 2.2047 -0.2140 -1.6060 0.7 -0.6 -0.6
H 4.3642 0.6014 -0.7992 -0.1 0.0 -0.1
H -4.5330 -1.1318 3.6308 0.2 0.2 -0.3
H 1.9986 -2.5542 -0.9197 0.2 0.1 -0.1
C 3.4908 -0.1667 2.1717 -0.1 -0.3 0.1
O -1.8721 -0.0015 1.3590 -0.1 0.3 0.3
H -0.0089 4.2680 -2.8662 0.2 -0.3 0.6
C -1.2086 -2.7931 -2.3490 0.5 0.0 -0.3
P -0.8417 2.8544 -1.0049 -0.9 2.4 -1.2
C -1.5216 -1.7125 3.4873 0.3 -0.2 0.0
H 0.9224 2.2146 3.7016 0.2 -0.1 0.1
H 0.1926 -5.4115 -0.0388 0.0 0.7 0.3
C 1.7787 -0.3794 -3.3789 -0.4 0.2 0.0
C 3.0364 2.5943 1.5111 -0.3 0.2 -0.3
H 1.0836 -3.4861 2.2300 0.1 -0.2 -0.1
H -0.6361 -1.3540 4.0277 -0.2 -0.1 -0.1
H 2.5709 -0.9356 -3.8988 -0.2 0.2 0.1
H -0.9010 -4.1244 -4.0315 -0.3 0.3 0.1
C -1.4408 4.1635 0.1585 0.0 -0.4 0.5
H 4.1712 -0.1467 1.3099 -0.2 0.0 0.3
C -2.2112 1.0955 3.8356 0.1 0.2 0.1
H 3.7117 2.4186 0.6656 -0.2 0.0 0.2
Pm -0.0602 0.4262 0.1942 4.3 2.1 1.2
C -2.7735 -0.9485 -2.7100 0.3 0.7 -0.5
C 0.4361 3.7859 -1.9738 0.5 -0.6 0.0
H 0.8293 -0.9179 -3.4999 0.2 0.1 0.0
H -2.2248 3.7056 -2.8697 0.0 -0.4 0.5
H -1.1439 1.2594 4.0588 -0.4 -0.1 0.0
H 2.5181 1.6842 4.3004 -0.2 -0.1 -0.2
H -2.7575 0.9576 4.7839 0.2 0.0 -0.3
C -4.1440 -0.7752 2.6632 -0.2 0.0 -0.1
C -1.8107 -1.6125 -1.9652 -0.5 0.0 -1.0
H 4.3268 0.4978 -2.5733 -0.1 -0.1 0.1
C -2.9694 -1.3867 -4.0243 0.2 -0.2 0.6
C 3.7431 0.7606 -1.6857 0.1 0.4 0.1
C -2.2768 -2.5026 -4.4892 0.0 -0.4 -0.3
C 1.1804 -4.2633 1.4683 -0.4 0.0 -0.9
H -3.5909 -0.8263 -4.7075 -0.2 -0.1 0.1
C 2.8206 -1.8981 -1.2349 -0.2 -0.2 0.2
H 0.8996 4.5459 -1.3222 -0.1 -0.3 -0.4
H 3.0490 -1.1734 2.2439 0.3 0.2 0.0
C -1.4220 -3.2399 -3.6610 -0.4 0.3 0.3
H 4.0690 0.0288 3.0921 -0.3 0.0 -0.4
H -3.1815 2.7078 -1.7057 0.3 0.0 -0.3
H 1.2121 3.0636 -2.2995 -0.3 0.6 0.0
O -1.1716 -0.9027 -0.9342 -2.4 0.8 1.4
H -1.1871 -2.4127 2.7097 -0.2 0.1 0.1
H 2.3046 3.3609 1.2146 0.3 -0.1 0.1
H -1.7866 -0.2909 -0.2311 -1.4 -3.6 -2.4
H -2.6043 1.9920 3.3396 0.0 -0.2 0.1
H -2.1586 -2.2641 4.1943 0.2 0.2 -0.2
H -2.0864 1.9090 -2.8924 -0.1 0.5 0.2
C -2.2198 2.7944 -2.2410 -0.1 -0.6 0.0
H 3.5076 1.8291 -1.7436 0.1 -0.1 -0.1
C 0.1393 -4.5593 0.6657 0.6 -0.5 0.7
P -2.4177 -0.3333 2.7750 -1.0 -0.4 0.9
H -4.2724 -1.5755 1.9202 0.1 0.2 0.2
H -0.5886 4.7649 0.5113 -0.3 -0.2 -0.1
P 2.1391 1.0606 1.9582 1.5 0.1 0.9
H -3.2095 0.0070 -2.3551 0.2 -0.8 -0.2
H -1.9007 3.6692 1.0306 0.0 0.4 -0.2
H 3.6094 2.9794 2.3646 -0.1 -0.2 -0.2
```
Positions in Å, forces in eV/Å.

Mulliken population analysis, charges in e, atoms 1 to 4: atom 1 (H): 0.3531, atom 2 (H): 0.4277, atom 3 (H): 0.4696, atom 4 (H): 0.3072